Entry 1
C52H143N13O13 | ωB97M-V/def2-TZVPD

The value obtained for the HOMO energy is -8.74 eV. Its LUMO energy is 0.01 eV. The value obtained for the gap between HOMO and LUMO is 8.75 eV.

Structure (ORCA input):
```
! RIJCOSX wB97M-V def2-TZVPD def2/J DEFGRID3
* xyz 0 1
C -24.0619 1.7395 14.1252
C -23.4899 1.6679 12.7101
C -22.0678 2.2240 12.6536
O -21.6362 2.0808 11.3478
C -20.5870 2.9151 10.8312
N -23.4181 0.1883 12.4208
H -23.5596 1.0604 14.8142
H -25.1409 1.5957 14.0684
H -23.9445 2.7811 14.4241
H -24.1232 2.2867 12.0744
H -21.3744 1.6160 13.2347
H -21.9872 3.2460 13.0238
H -20.9608 3.9231 10.6518
H -20.2679 2.5031 9.8738
H -19.8100 2.8607 11.5937
H -22.8582 -0.0757 11.6227
H -24.3024 -0.2602 12.2291
C -24.3889 5.5403 3.1195
C -25.7566 5.7218 3.7471
C -25.7284 6.0746 5.2306
O -25.1788 4.9795 5.9383
C -26.0669 3.8788 6.2189
N -26.3870 6.8662 3.0624
H -24.5302 5.3798 2.0506
H -23.8833 4.6571 3.5100
H -23.8265 6.4739 3.1128
H -26.3686 4.8289 3.6193
H -26.7458 6.2901 5.5569
H -25.0325 6.9020 5.3694
H -25.7928 3.2296 7.0505
H -26.1286 3.2437 5.3353
H -27.0370 4.2832 6.5080
H -25.8330 7.6322 2.7070
H -27.0706 6.7224 2.3330
C -22.6225 16.5810 -4.7244
C -22.2803 17.7487 -3.8585
C -22.1454 17.4189 -2.4031
O -21.1862 16.3359 -2.1439
C -21.0468 16.1159 -0.7198
N -21.1120 18.5600 -4.2764
H -23.5987 16.1872 -4.4413
H -21.9269 15.7432 -4.7714
H -22.9634 16.8572 -5.7222
H -23.0467 18.5237 -3.8497
H -23.0793 16.9242 -2.1360
H -21.9373 18.3404 -1.8593
H -20.6001 16.9624 -0.1983
H -20.4932 15.2114 -0.4676
H -22.0135 15.9514 -0.2438
H -21.2519 18.8998 -5.2172
H -20.2684 18.0143 -4.1735
C -16.8117 20.1428 2.6079
C -15.3099 20.0022 2.2518
C -14.7118 18.5590 2.4929
O -15.0097 17.6937 1.3810
C -15.1312 16.2633 1.6838
N -14.9628 20.2817 0.8521
H -17.0221 21.1158 2.1640
H -16.9124 20.3317 3.6766
H -17.4466 19.3220 2.2742
H -14.8298 20.6682 2.9687
H -15.0735 18.1765 3.4473
H -13.6267 18.6091 2.5837
H -14.2534 15.8721 2.1982
H -15.4108 15.7553 0.7609
H -15.9730 16.0946 2.3554
H -15.8315 20.4394 0.3616
H -14.6759 19.4312 0.3890
C -13.1090 5.2679 14.1292
C -12.4654 4.5182 12.9418
C -13.1793 4.7428 11.5632
O -12.4122 4.0542 10.5693
C -12.9113 4.1352 9.2599
N -11.1251 5.0852 12.8087
H -12.7246 4.8855 15.0748
H -14.1863 5.1390 14.2339
H -13.1496 6.3526 14.0300
H -12.3468 3.4388 13.0370
H -13.3467 5.8099 11.4174
H -14.1528 4.2613 11.6558
H -13.5090 3.3329 8.8272
H -12.0060 4.2627 8.6665
H -13.3280 5.1179 9.0388
H -10.4585 4.5521 13.3488
H -10.9151 4.8408 11.8515
C -17.1367 11.1855 -5.2869
C -17.7714 12.3947 -5.9847
C -17.9500 13.7309 -5.2168
O -16.6585 14.2702 -5.0819
C -16.6315 15.4267 -4.3405
N -17.1781 12.5780 -7.3048
H -17.0002 10.3211 -5.9368
H -17.6488 10.8579 -4.3821
H -16.1477 11.3630 -4.8645
H -18.7917 12.0228 -6.0792
H -18.4957 13.4971 -4.3027
H -18.5275 14.4364 -5.8141
H -17.0647 15.2711 -3.3525
H -17.1514 16.2077 -4.8953
H -15.5613 15.5607 -4.1832
H -17.6912 13.1382 -7.9704
H -16.3921 13.2047 -7.2075
C -10.7109 9.1080 4.1753
C -11.0774 10.2987 3.4472
C -10.4994 10.4519 2.0628
O -11.0956 11.6672 1.4387
C -11.3676 11.5721 -0.0049
N -12.5036 10.1325 3.3590
H -9.6552 9.0885 4.4459
H -11.0400 8.1334 3.8148
H -11.1691 9.1224 5.1642
H -10.9343 11.1900 4.0581
H -10.5210 9.4324 1.6776
H -9.4117 10.5235 2.0702
H -12.3267 11.0855 -0.1820
H -10.6553 11.0156 -0.6140
H -11.4685 12.5292 -0.5167
H -12.6563 9.3041 2.8018
H -12.7746 10.8632 2.7165
C -19.1901 2.1683 -1.0005
C -19.5289 0.8234 -0.3368
C -18.2902 0.1889 0.4681
O -18.6265 -1.0181 1.1512
C -17.7607 -1.4127 2.1494
N -20.5781 1.2105 0.6264
H -18.8394 3.0072 -0.3993
H -20.1311 2.4001 -1.4992
H -18.3589 1.9741 -1.6784
H -20.1417 0.2214 -1.0078
H -18.0345 0.9433 1.2121
H -17.4817 0.0502 -0.2497
H -16.7648 -1.3491 1.7110
H -17.8725 -2.4701 2.3894
H -17.8867 -0.7331 2.9922
H -21.4192 1.1545 0.0700
H -20.6293 0.4120 1.2427
C -18.7991 5.8900 4.7174
C -17.6957 6.8199 4.1975
C -18.2581 7.9259 3.2303
O -17.1724 8.4846 2.4919
C -17.5207 9.5892 1.7624
N -16.8274 7.2664 5.2796
H -19.1604 5.5867 3.7348
H -19.5435 6.2812 5.4108
H -18.4404 4.9536 5.1446
H -17.2198 6.1347 3.4960
H -18.6626 8.6674 3.9193
H -18.9319 7.4776 2.5001
H -17.5963 10.5295 2.3086
H -18.4464 9.5248 1.1906
H -16.7245 9.6016 1.0181
H -17.3478 7.8837 5.8864
H -16.1214 7.8960 4.9258
C -12.7025 4.1140 -0.4596
C -12.5107 3.9345 -1.9421
C -11.1570 4.2657 -2.5286
O -10.9067 5.6407 -2.8150
C -9.6747 5.8464 -3.5542
N -12.8799 2.6348 -2.2677
H -12.8495 5.1854 -0.3238
H -12.0120 3.6135 0.2193
H -13.6947 3.8170 -0.1198
H -13.0906 4.6815 -2.4841
H -11.0398 3.6284 -3.4051
H -10.4746 4.0656 -1.7025
H -9.6311 6.8513 -3.9743
H -9.7053 5.3867 -4.5420
H -8.8462 5.6416 -2.8762
H -12.5057 1.8426 -1.7652
H -12.7201 2.4249 -3.2426
C -21.6810 -0.4545 6.5101
C -22.1735 -1.9047 6.2710
C -22.1253 -2.9030 7.4802
O -20.9193 -2.8397 8.1852
C -19.7908 -3.5269 7.5731
N -23.5913 -1.7127 5.8324
H -22.3437 0.0452 7.2168
H -21.6455 0.1602 5.6107
H -20.6717 -0.4404 6.9215
H -21.6204 -2.3312 5.4342
H -22.2874 -3.9240 7.1346
H -22.9238 -2.6395 8.1738
H -19.6528 -4.4833 8.0774
H -18.7989 -3.1096 7.7465
H -19.9867 -3.7318 6.5206
H -24.2973 -2.0902 6.4482
H -23.6733 -0.7124 5.7197
C -16.2274 11.7837 8.4824
C -17.6303 12.0569 7.9588
C -17.6066 12.6407 6.5720
O -18.8871 12.9534 6.1004
C -19.6025 13.8471 6.9444
N -18.4124 10.7560 7.9857
H -16.0933 11.5725 9.5433
H -15.4850 12.5033 8.1374
H -15.7265 10.9648 7.9661
H -18.0931 12.7528 8.6586
H -17.2208 11.9038 5.8676
H -16.8425 13.4180 6.5700
H -18.8732 14.6196 7.1881
H -19.9473 13.3940 7.8739
H -20.4764 14.2913 6.4679
H -19.1211 10.8725 7.2755
H -18.8921 10.9109 8.8610
C -26.9440 12.4029 -1.6737
C -26.5094 11.4537 -0.5666
C -25.3039 11.9993 0.1927
O -25.0868 11.1638 1.3378
C -23.9052 11.3798 2.0328
N -27.5112 11.5137 0.4342
H -27.8224 12.0066 -2.1830
H -26.2290 12.5158 -2.4888
H -27.2532 13.3775 -1.2961
H -26.5166 10.4239 -0.9240
H -25.4960 13.0184 0.5282
H -24.4639 12.1312 -0.4892
H -23.7352 12.3155 2.5653
H -23.0918 11.3986 1.3074
H -23.7747 10.5535 2.7315
H -27.2013 11.0453 1.2737
H -27.6591 12.4899 0.6467
*
```

Entry 2
C52H143N13O13 | ωB97M-V/def2-TZVPD

The value obtained for the HOMO energy is -8.74 eV. Its LUMO energy is 0.45 eV. The value obtained for the gap between HOMO and LUMO is 9.19 eV.

Structure (ORCA input):
```
! RIJCOSX wB97M-V def2-TZVPD def2/J DEFGRID3
* xyz 0 1
C -0.2669 -2.0581 -7.6410
C -1.0271 -2.9838 -6.7017
C -0.2227 -3.4190 -5.4443
O 0.7248 -4.4462 -5.7131
C 1.4836 -4.8568 -4.6405
N -2.1628 -2.1345 -6.2765
H 0.1782 -1.1478 -7.2392
H -0.8688 -1.8984 -8.5356
H 0.6394 -2.5866 -7.9367
H -1.3902 -3.8553 -7.2466
H -0.9034 -3.8800 -4.7286
H 0.2624 -2.6034 -4.9081
H 2.0320 -3.9621 -4.3455
H 2.1947 -5.6697 -4.7877
H 0.8908 -5.2250 -3.8032
H -1.7651 -1.2472 -6.0032
H -2.7173 -1.8463 -7.0699
C 3.8973 0.1780 3.2282
C 5.0192 1.1200 2.7219
C 6.3950 0.4025 2.8744
O 7.4709 1.3100 2.8688
C 8.7233 0.8075 3.3106
N 4.7743 1.5528 1.3497
H 4.0957 -0.7697 2.7276
H 2.8888 0.5293 3.0102
H 3.9684 -0.0993 4.2799
H 5.0333 1.9862 3.3834
H 6.4470 -0.4083 2.1478
H 6.4219 -0.1442 3.8170
H 8.7193 0.1270 4.1621
H 9.3926 1.6350 3.5458
H 9.3502 0.3607 2.5389
H 4.8292 0.6801 0.8442
H 5.5231 2.0956 0.9438
C 7.0795 -1.9244 -0.9525
C 5.9830 -2.5227 -1.7178
C 4.7955 -1.5238 -1.8630
O 4.2144 -1.2051 -0.6004
C 3.2176 -0.2397 -0.7246
N 6.5064 -2.9624 -2.9756
H 6.6829 -1.6408 0.0224
H 7.4721 -1.0055 -1.3878
H 7.9201 -2.6048 -0.8166
H 5.6040 -3.3401 -1.1043
H 4.0859 -2.0053 -2.5358
H 5.2326 -0.6736 -2.3867
H 2.3304 -0.5196 -1.2926
H 3.5219 0.7107 -1.1628
H 2.8892 -0.0149 0.2901
H 7.4541 -3.2478 -2.7743
H 6.1161 -3.8865 -3.0924
C -3.9886 2.3757 3.9169
C -4.1393 1.5495 2.6677
C -4.2592 2.4739 1.4297
O -5.4125 3.2939 1.3304
C -6.6324 2.6329 1.2211
N -3.0679 0.6122 2.4309
H -4.1323 1.7364 4.7879
H -4.6487 3.2426 3.9458
H -2.9618 2.7250 4.0255
H -5.0551 0.9586 2.6673
H -4.1169 1.8997 0.5142
H -3.4514 3.2015 1.5075
H -7.3729 3.4311 1.2726
H -6.8834 1.8358 1.9208
H -6.7100 2.2849 0.1910
H -2.8443 0.2340 3.3403
H -3.5228 -0.1720 1.9857
C 0.4291 -2.8534 5.2471
C 1.3056 -1.6708 5.7305
C 0.5594 -0.8093 6.8041
O -0.4936 -0.0590 6.2900
C -1.0956 0.8530 7.2154
N 2.5474 -2.1071 6.2724
H -0.4462 -2.5648 4.6652
H 0.1557 -3.4473 6.1192
H 0.9984 -3.4859 4.5661
H 1.3809 -0.8839 4.9800
H 1.2794 -0.1544 7.2949
H 0.1646 -1.5248 7.5255
H -1.6928 0.2761 7.9215
H -1.8475 1.4123 6.6587
H -0.4512 1.5712 7.7225
H 3.0609 -2.6141 5.5657
H 3.1311 -1.3431 6.5815
C -6.4838 -0.5859 -1.1777
C -6.5359 -1.8935 -0.3584
C -5.9484 -1.7597 1.1053
O -4.6054 -1.3453 1.3905
C -3.6410 -2.0207 0.5141
N -7.9467 -2.3438 -0.3618
H -7.0482 0.1813 -0.6475
H -6.8061 -0.7610 -2.2041
H -5.5175 -0.0816 -1.1749
H -5.9262 -2.6438 -0.8617
H -5.9756 -2.7022 1.6522
H -6.6962 -1.1906 1.6575
H -3.7896 -1.6702 -0.5072
H -3.6504 -3.1105 0.5332
H -2.6502 -1.7874 0.9040
H -8.3754 -2.2224 -1.2682
H -8.5434 -1.8704 0.3015
C 3.9769 4.4387 -0.3922
C 3.4271 4.9047 0.9919
C 1.9115 4.7334 1.1176
O 1.1972 5.5107 0.0783
C -0.2017 5.2810 0.1351
N 4.2075 4.3477 2.1213
H 3.8028 5.1633 -1.1876
H 3.4760 3.4870 -0.5700
H 5.0482 4.2377 -0.3900
H 3.7087 5.9540 1.0797
H 1.5838 5.0674 2.1021
H 1.5690 3.7008 1.1846
H -0.5605 5.5481 1.1291
H -0.5220 4.3168 -0.2596
H -0.6876 6.0031 -0.5211
H 3.7655 4.4622 3.0222
H 4.1263 3.3502 1.9853
C 2.1026 -3.5604 0.8089
C 3.0014 -3.5158 2.1279
C 2.9018 -4.8302 2.9646
O 3.2982 -4.5774 4.3204
C 2.9358 -5.7239 5.1284
N 4.2753 -3.2990 1.5600
H 2.4286 -4.3704 0.1565
H 2.0777 -2.6473 0.2142
H 1.1047 -3.8516 1.1366
H 2.7229 -2.5896 2.6304
H 3.3674 -5.7210 2.5429
H 1.8284 -5.0173 2.9943
H 3.1889 -6.6773 4.6646
H 1.8670 -5.8040 5.3267
H 3.4242 -5.6014 6.0951
H 4.9207 -3.1472 2.3219
H 4.2874 -2.3998 1.1002
C 0.1139 3.7979 4.3811
C 1.6209 3.5392 4.6221
C 2.3800 4.8622 5.0458
O 3.7788 4.7022 4.9551
C 4.5573 5.8301 5.1959
N 1.7810 2.4072 5.5353
H -0.4427 2.8673 4.4919
H -0.0788 4.2032 3.3878
H -0.2818 4.4572 5.1536
H 2.0528 3.3160 3.6465
H 2.2006 5.2447 6.0506
H 2.0908 5.6501 4.3503
H 4.5084 5.9496 6.2782
H 4.2956 6.7740 4.7177
H 5.5942 5.5619 4.9935
H 2.7328 2.0953 5.4051
H 1.1723 1.6119 5.4047
C -2.4611 2.4857 -2.4716
C -3.7771 3.2855 -2.7748
C -4.0819 3.3701 -4.3127
O -3.1464 4.2274 -4.9457
C -3.5175 4.4838 -6.3062
N -4.8135 2.4767 -2.0856
H -2.1819 2.6633 -1.4330
H -1.7359 2.9676 -3.1274
H -2.4692 1.4135 -2.6676
H -3.6678 4.2744 -2.3296
H -5.0887 3.6039 -4.6588
H -3.9229 2.4187 -4.8202
H -4.5314 4.8807 -6.3577
H -3.5937 3.5698 -6.8952
H -2.7321 5.0585 -6.7970
H -4.5782 1.5145 -2.2829
H -5.7043 2.6725 -2.5194
C 0.4038 -0.2312 1.7153
C 0.0133 0.7916 0.5789
C -0.7450 0.0874 -0.5497
O -0.0620 -1.0792 -1.0024
C -0.7872 -1.6768 -2.0611
N -0.7855 1.8612 1.0549
H -0.4576 -0.8743 1.8953
H 0.5652 0.2211 2.6938
H 1.2883 -0.8088 1.4467
H 0.9265 1.2464 0.1952
H -0.9262 0.7119 -1.4245
H -1.7503 -0.1734 -0.2190
H -1.0887 -1.0133 -2.8716
H -1.7113 -2.1898 -1.7945
H -0.1654 -2.4856 -2.4449
H -1.6606 1.4825 1.3879
H -0.3468 2.1724 1.9098
C -3.8912 -3.9831 -3.4185
C -5.2121 -4.6812 -2.9695
C -6.1913 -4.9310 -4.1713
O -6.2557 -3.7982 -5.0525
C -7.3130 -4.0217 -5.9288
N -4.7940 -5.9285 -2.3253
H -3.1820 -4.6208 -3.9462
H -3.3898 -3.5565 -2.5498
H -4.1323 -3.1629 -4.0947
H -5.7180 -4.0698 -2.2222
H -7.1611 -5.1566 -3.7278
H -5.8031 -5.7673 -4.7526
H -8.2834 -4.0494 -5.4332
H -7.2179 -4.9237 -6.5334
H -7.3639 -3.1833 -6.6235
H -4.3812 -5.6600 -1.4434
H -5.5173 -6.5611 -2.0142
C 1.5408 1.5088 -6.2022
C 0.9060 0.6605 -5.1091
C 1.3486 1.1766 -3.7034
O 1.0036 2.5157 -3.5953
C 0.9726 2.9978 -2.2692
N -0.5214 0.8912 -5.3726
H 1.4524 2.5879 -6.0765
H 1.2720 1.2936 -7.2364
H 2.6084 1.2896 -6.1843
H 1.2504 -0.3732 -5.1429
H 2.4177 1.0692 -3.5199
H 0.7830 0.6259 -2.9518
H 0.8004 4.0742 -2.2684
H 2.0148 2.9463 -1.9544
H 0.3092 2.4976 -1.5637
H -0.8899 0.9708 -4.4357
H -0.5883 1.8305 -5.7376
*
```

Verdict on stability: entry 1 comes out at the bottom.

Entry 1
C2H5N3OS2 | ωB97M-V/def2-TZVPD

The value obtained for the HOMO energy is -8.67 eV. Its LUMO energy is -0.65 eV. The value obtained for the gap between HOMO and LUMO is 8.02 eV.

Structure (ORCA input):
```
! RIJCOSX wB97M-V def2-TZVPD def2/J DEFGRID3
* xyz 0 1
C -1.0669 -0.1878 0.1295
C 1.7549 -0.6030 0.1500
H -0.9897 2.4924 -0.6043
H -1.7107 2.4657 1.0296
H -3.1138 0.2916 -0.6402
H 1.2670 -1.5953 -0.0759
H -2.6220 -2.6905 -0.1411
N -1.9354 2.1374 -0.0194
N -2.2869 0.6562 -0.0657
N -1.2388 -1.4952 0.0206
O -2.5745 -1.6721 0.0024
S 0.6118 0.6267 0.0069
S 3.2547 -0.1223 -0.0577
*
```

Entry 2
C2H5N3OS2 | ωB97M-V/def2-TZVPD

The value obtained for the HOMO energy is -8.42 eV. Its LUMO energy is 0.48 eV. The value obtained for the gap between HOMO and LUMO is 8.90 eV.

Structure (ORCA input):
```
! RIJCOSX wB97M-V def2-TZVPD def2/J DEFGRID3
* xyz 0 1
O -1.6635 -0.2624 1.6383
N -0.6955 0.7333 1.8541
C -0.0925 0.9569 0.7819
N -0.3476 0.3452 -0.4393
S -1.9065 0.6059 -1.1524
C 0.5742 -0.1241 -1.3681
N 1.7541 -0.6103 -1.2302
S 2.4190 -0.9103 0.2865
H -2.1460 -0.2850 2.4825
H 0.6432 1.7368 0.7500
H -2.2623 -0.6799 -1.0078
H 0.1716 -0.1270 -2.3657
H 3.5517 -1.3792 -0.2297
*
```

Verdict on stability: entry 1 comes out at the bottom.

Entry 1
C2H3N3OS | ωB97M-V/def2-TZVPD

The value obtained for the HOMO energy (alpha / beta) is -8.07 / -8.07 eV. Its LUMO energy (alpha / beta) is -0.97 / -0.97 eV. The value obtained for the gap between HOMO and LUMO (alpha / beta) is 7.10 / 7.11 eV.

Structure (ORCA input):
```
! RIJCOSX wB97M-V def2-TZVPD def2/J DEFGRID3
* xyz 0 1
C 1.5709 0.8827 -0.2781
C -0.7999 0.4956 -0.6498
N 0.2702 1.0149 -0.6386
N 2.0689 -0.1907 0.3079
N 1.4164 -1.2642 0.2313
O -3.1828 -0.1403 0.4091
S -2.3144 0.0241 -1.1174
H 2.0101 1.8030 -0.2867
H 1.6976 -1.7976 0.9983
H -2.7370 -0.8275 1.0240
*
```

Entry 2
C2H3N3OS | ωB97M-V/def2-TZVPD

The value obtained for the HOMO energy is -9.54 eV. Its LUMO energy is 0.42 eV. The value obtained for the gap between HOMO and LUMO is 9.96 eV.

Structure (ORCA input):
```
! RIJCOSX wB97M-V def2-TZVPD def2/J DEFGRID3
* xyz 0 1
H 2.2693 -1.7623 0.0534
N 2.2749 -0.7446 0.0267
C 1.0864 -0.3390 -0.1177
N -0.1227 -1.0570 -0.1504
C -1.0489 -0.1504 -0.0781
S -2.7630 -0.4495 -0.0505
O -0.6634 1.1122 -0.0203
N 0.8287 1.0296 -0.2524
H -3.0858 0.8824 0.0152
H 1.2245 1.4785 0.5741
*
```

Verdict on stability: entry 1 comes out at the bottom.